(1)
Entry from OMol25: one molecule with the formula C4H5N3O (ωB97M-V/def2-TZVPD).

Last column: Löwdin spin population.
Positions of all 13 atoms, in Å:
C: -1.685 0.373 0.103  0.439
C: -3.015 0.202 -0.277  0.101
C: -0.213 0.245 -0.176  0.239
C: 1.615 -1.176 0.387  0.023
N: -0.914 0.574 1.096  0.766
N: -4.076 -0.145 -0.569  0.241
N: 0.661 1.275 -0.605  0.031
O: 0.342 -0.986 -0.256  0.138
H: 1.347 -1.580 1.452  0.008
H: 2.253 -0.248 0.438  0.001
H: 2.062 -2.048 -0.136  0.000
H: 0.478 1.749 -1.529  0.008
H: 1.143 1.766 0.072  0.004

Summary:
LUMO level (alpha / beta) = 0.6 / -3.5 eV
Spin multiplicity = 3
Energy relative to the best compared isomer or geometry (same formula, charge and spin) = 2.5691 eV
Frontier orbital gap (alpha / beta) = 7.4 / 6.7 eV


(2)
Entry from OMol25: one molecule with the formula C8H13P (ωB97M-V/def2-TZVPD).

Last column: natural (NBO) charge in e.
Positions of all 22 atoms, in Å:
C: 2.681 0.467 0.063  -0.632
C: 1.198 0.266 0.095  -0.222
C: 0.625 0.094 1.465  -0.216
C: -0.682 -0.034 1.478  -0.226
C: -1.238 0.148 0.126  -0.267
C: -2.767 0.381 0.070  -0.619
C: -0.727 -0.994 -0.734  -0.438
C: 0.746 -0.918 -0.848  -0.420
P: -0.213 1.669 -0.449  0.508
H: 3.048 0.496 -1.000  0.220
H: 3.265 -0.276 0.869  0.213
H: 2.931 1.484 0.375  0.220
H: 1.412 -0.113 2.333  0.220
H: -1.296 -0.202 2.312  0.218
H: -2.892 1.144 -0.731  0.220
H: -3.030 0.912 0.996  0.214
H: -3.187 -0.597 0.025  0.216
H: -1.138 -0.801 -1.724  0.215
H: -1.144 -1.927 -0.324  0.214
H: 1.429 -1.896 -0.576  0.208
H: 1.167 -0.742 -1.859  0.216
H: -0.187 1.439 -1.962  -0.061

Summary:
LUMO level = 0.9 eV
SMILES string = C[C@]12C=C[C@](C)(CC1)P2
Spin multiplicity = 1
Energy relative to the best compared isomer or geometry (same formula, charge and spin) = 0.4576 eV
Frontier orbital gap = 9.6 eV


(3)
Entry from OMol25: C30H34FeN6O3S2Se as an isolated structure (ωB97M-V/def2-TZVPD).

Last column: Löwdin spin population.
Positions of all 77 atoms, in Å:
Fe: -0.355 -0.870 -0.696  3.668
O: -1.372 0.537 -1.795  0.058
C: -2.648 0.597 -2.136  0.004
C: -3.160 1.909 -2.330  0.004
C: -4.501 2.068 -2.635  0.000
C: -5.407 0.951 -2.826  0.003
C: -4.872 -0.322 -2.696  0.000
C: -3.499 -0.539 -2.261  0.004
C: -2.887 -1.836 -2.330  0.012
N: -1.592 -2.103 -1.961  0.048
N: -1.141 -3.279 -2.209  0.000
C: 0.022 -3.575 -1.582  0.009
O: 0.386 -2.893 -0.545  0.043
C: 0.674 -4.829 -2.010  0.001
C: 0.100 -5.626 -2.960  0.001
C: 0.674 -6.858 -3.207  0.000
C: 1.825 -7.273 -2.395  0.001
C: 2.324 -6.487 -1.391  0.000
C: 1.752 -5.232 -1.238  0.001
H: -2.538 2.808 -2.314  0.000
H: -4.867 3.077 -2.649  0.000
H: -6.433 1.150 -2.880  0.000
H: -5.518 -1.188 -2.750  0.000
H: -3.459 -2.746 -2.627  0.002
H: -0.664 -5.278 -3.633  0.000
H: 0.376 -7.580 -3.937  0.000
H: 2.212 -8.236 -2.650  0.000
H: 3.214 -6.823 -0.801  0.000
H: 2.073 -4.693 -0.352  0.000
C: 5.249 4.670 2.069  0.000
N: 4.060 4.009 1.523  0.000
C: 3.494 2.761 1.990  0.000
C: 2.240 2.654 1.572  0.000
N: 1.989 3.739 0.719  0.000
C: 0.773 3.899 -0.090  0.000
C: 3.049 4.611 0.758  0.000
Se: 3.301 6.114 -0.184  0.000
H: 6.119 4.486 1.453  0.000
H: 5.492 4.126 2.966  0.000
H: 5.097 5.770 2.147  0.000
H: 4.093 2.113 2.651  0.000
H: 1.509 1.930 1.789  0.000
H: 0.889 3.257 -0.991  0.000
H: 0.747 4.926 -0.488  0.000
H: -0.048 3.699 0.628  0.000
S: 2.068 -0.564 -1.185  0.031
C: 2.135 0.450 -2.516  0.008
N: 1.093 1.214 -2.949  0.000
C: 1.413 1.955 -4.148  0.000
C: 2.942 1.776 -4.254  0.000
N: 3.171 0.662 -3.317  0.003
H: 0.090 1.131 -2.616  0.000
H: 1.151 3.019 -3.988  0.000
H: 0.886 1.587 -5.019  0.000
H: 3.440 2.731 -3.850  0.000
H: 3.318 1.659 -5.311  0.000
H: 4.055 0.169 -3.171  0.000
C: -1.696 2.058 6.873  0.000
C: -1.775 1.144 5.678  0.000
C: -2.027 1.706 4.381  0.000
C: -1.881 0.878 3.315  0.000
C: -1.505 -0.489 3.540  0.004
C: -1.560 -1.060 4.803  0.001
C: -1.650 -0.224 5.858  0.000
S: -0.782 -1.560 2.333  0.018
C: -1.865 -3.049 2.459  0.003
O: -1.139 -0.935 0.976  0.072
H: -1.479 3.055 6.559  0.000
H: -0.981 1.678 7.584  0.000
H: -2.633 2.069 7.398  0.000
H: -2.302 2.783 4.300  0.000
H: -1.953 1.239 2.281  0.000
H: -1.498 -2.168 5.033  0.000
H: -1.680 -0.632 6.857  0.000
H: -2.884 -2.677 2.339  0.000
H: -1.754 -3.567 3.438  0.000
H: -1.486 -3.632 1.605  0.000

Summary:
LUMO level (alpha / beta) = 0.0 / 0.0 eV
Spin multiplicity = 5
Energy relative to the best compared isomer or geometry (same formula, charge and spin) = 1.7673 eV
Frontier orbital gap (alpha / beta) = 6.2 / 6.2 eV